1.
{
  "formula": "C40H70FN2O9PS",
  "method": "ωB97M-V/def2-TZVPD",
  "fmax_ev_per_a": 2.7,
  "orbital_gap_ev": 6.26,
  "e_lumo_ev": -1.8,
  "energy_ha": -3192.15938,
  "multiplicity": 1,
  "e_homo_ev": -8.1,
  "smiles": "CCNc1cc([C@@H](C)F)c(CCCCn2cccc2)c2c1C(=O)C(CCC(=O)O)=C([PH2]=S)C2=O.CC(C)O.CC(C)O.CC(C)O.CC(C)O.CC(C)O",
  "symbols": ["C", "C", "N", "C", "C", "C", "C", "C", "F", "C", "C", "C", "C", "C", "N", "C", "C", "C", "C", "C", "C", "C", "O", "C", "C", "C", "C", "O", "O", "C", "P", "S", "C", "O", "H", "H", "H", "H", "H", "H", "H", "H", "H", "H", "H", "H", "H", "H", "H", "H", "H", "H", "H", "H", "H", "H", "H", "H", "H", "H", "H", "H", "H", "H", "C", "C", "C", "O", "H", "H", "H", "H", "H", "H", "H", "H", "C", "C", "C", "O", "H", "H", "H", "H", "H", "H", "H", "H", "C", "C", "C", "O", "H", "H", "H", "H", "H", "H", "H", "H", "C", "C", "C", "O", "H", "H", "H", "H", "H", "H", "H", "H", "C", "C", "C", "O", "H", "H", "H", "H", "H", "H", "H", "H"],
  "coordinates": [[3.273, 6.043, -2.532], [2.693, 5.153, -3.661], [3.373, 3.858, -3.857], [2.607, 2.728, -3.496], [1.768, 2.233, -4.473], [0.956, 1.150, -4.303], [0.120, 0.731, -5.492], [-1.358, 1.117, -5.424], [0.633, 1.298, -6.666], [0.961, 0.500, -3.062], [0.020, -0.694, -2.851], [-1.045, -0.394, -1.732], [-2.521, -0.652, -2.108], [-3.179, 0.642, -2.646], [-4.072, 1.276, -1.670], [-4.642, 2.448, -2.025], [-5.421, 2.879, -0.966], [-5.258, 1.879, 0.016], [-4.420, 0.903, -0.410], [1.809, 0.935, -2.065], [2.634, 2.063, -2.282], [3.520, 2.553, -1.185], [4.296, 3.488, -1.307], [3.466, 1.918, 0.189], [4.319, 2.522, 1.282], [5.605, 1.675, 1.579], [5.927, 1.512, 3.060], [6.631, 0.625, 3.473], [5.448, 2.457, 3.980], [2.687, 0.849, 0.382], [2.540, -0.021, 1.989], [3.756, -1.562, 1.969], [1.888, 0.246, -0.743], [1.359, -0.827, -0.500], [4.253, 5.732, -2.176], [3.352, 7.078, -2.884], [2.543, 6.083, -1.717], [2.765, 5.700, -4.610], [1.621, 5.025, -3.488], [4.298, 3.840, -3.457], [1.768, 2.733, -5.436], [0.205, -0.350, -5.653], [-1.515, 1.962, -4.753], [-1.779, 1.309, -6.414], [-1.900, 0.241, -5.055], [0.605, -1.547, -2.509], [-0.519, -0.917, -3.773], [-0.922, 0.605, -1.299], [-0.812, -1.088, -0.918], [-2.554, -1.433, -2.877], [-3.092, -1.056, -1.270], [-2.379, 1.355, -2.851], [-3.722, 0.440, -3.574], [-4.465, 2.917, -2.981], [-6.017, 3.777, -0.938], [-5.761, 1.922, 0.973], [-4.061, 0.016, 0.079], [4.680, 3.497, 0.949], [3.765, 2.690, 2.204], [6.457, 2.208, 1.142], [5.582, 0.683, 1.127], [4.504, 2.311, 4.113], [2.946, 0.820, 3.041], [1.234, -0.521, 2.155], [0.518, -4.290, 2.606], [-0.539, -4.723, 1.603], [0.079, -5.010, 0.243], [-1.529, -3.701, 1.475], [1.009, -3.372, 2.276], [0.061, -4.078, 3.576], [1.279, -5.061, 2.740], [-1.051, -5.615, 1.969], [0.558, -4.112, -0.159], [-0.691, -5.311, -0.470], [0.825, -5.803, 0.306], [-1.089, -2.907, 1.151], [-2.234, 0.082, 2.778], [-2.804, 1.395, 3.297], [-2.377, 1.631, 4.735], [-4.226, 1.375, 3.204], [-2.604, -0.761, 3.370], [-2.546, -0.089, 1.747], [-1.142, 0.081, 2.816], [-2.464, 2.219, 2.668], [-2.753, 0.828, 5.375], [-2.789, 2.566, 5.117], [-1.289, 1.669, 4.820], [-4.559, 0.656, 3.753], [-0.945, -2.994, 5.798], [-1.496, -1.698, 6.373], [-1.060, -1.497, 7.815], [-2.924, -1.709, 6.301], [-1.311, -3.856, 6.363], [-1.276, -3.125, 4.765], [0.146, -3.004, 5.819], [-1.156, -0.858, 5.765], [-1.432, -2.308, 8.447], [-1.470, -0.567, 8.212], [0.028, -1.463, 7.898], [-3.240, -2.447, 6.833], [4.552, -4.929, 5.306], [3.510, -5.463, 6.277], [3.266, -6.949, 6.064], [2.287, -4.746, 6.111], [4.217, -5.053, 4.273], [4.712, -3.862, 5.465], [5.506, -5.445, 5.425], [3.841, -5.290, 7.302], [2.889, -7.137, 5.054], [2.511, -7.317, 6.761], [4.181, -7.526, 6.206], [1.983, -4.892, 5.208], [-5.066, 2.829, -9.532], [-3.883, 2.472, -8.646], [-2.578, 2.497, -9.429], [-4.080, 1.175, -8.080], [-5.168, 2.108, -10.348], [-5.994, 2.799, -8.960], [-4.952, 3.826, -9.961], [-3.824, 3.173, -7.812], [-2.602, 1.766, -10.242], [-1.738, 2.232, -8.785], [-2.392, 3.484, -9.855], [-4.135, 0.541, -8.803]],
  "atomic_forces_ev_per_a": [[-0.7, 0.4, -0.3], [0.6, 0.7, -0.5], [-0.4, -0.2, 0.2], [0.5, 0.3, -0.1], [-0.3, 0.6, -1.0], [0.0, 0.1, 0.0], [-0.5, -0.4, -0.5], [0.0, -0.6, 0.3], [0.3, 0.1, 0.2], [-1.1, -1.6, -0.4], [-0.4, 1.1, 0.6], [-0.2, -1.2, 0.6], [0.4, 0.6, -0.7], [0.2, -0.8, 0.7], [1.3, -0.6, -1.9], [-0.8, 0.9, 0.7], [0.6, -0.6, -0.7], [-1.5, 1.0, 1.8], [0.0, 0.2, -0.3], [0.5, 0.5, 0.4], [0.5, 0.0, 1.0], [0.5, 0.3, 0.4], [-0.2, -0.5, -0.2], [-0.1, 0.0, 0.4], [0.8, 0.0, -0.4], [-0.4, 0.7, 0.2], [0.8, -1.2, 0.9], [-0.6, 1.0, -0.7], [0.0, -0.4, -0.8], [-0.9, 0.6, 0.0], [1.4, -2.2, -0.9], [-0.1, 0.2, 0.1], [0.2, -0.7, 0.6], [0.2, 0.5, -0.1], [-0.2, -0.1, 0.0], [0.1, -0.2, 0.0], [0.5, -0.2, 0.2], [0.0, 0.0, 0.2], [0.2, -0.4, 0.0], [-0.2, 0.2, 0.3], [0.1, 0.0, 0.1], [0.1, 0.1, 0.1], [-0.1, 0.0, -0.2], [0.3, 0.1, 0.1], [-0.1, 0.3, 0.2], [-0.1, -0.1, -0.3], [0.3, -0.1, 0.1], [-0.1, 0.0, -0.2], [0.0, 0.2, -0.1], [0.0, 0.1, 0.1], [0.2, 0.1, -0.1], [-0.1, 0.0, -0.2], [-0.1, 0.2, 0.2], [0.1, -0.2, 0.0], [0.0, -0.1, 0.1], [0.3, -0.2, 0.0], [-0.1, 0.0, -0.1], [-0.4, 0.0, 0.1], [-0.2, -0.1, -0.2], [0.0, -0.2, 0.1], [-0.1, 0.0, 0.2], [0.0, 0.2, 0.0], [-0.8, 0.4, -0.2], [-0.2, 1.0, 0.1], [-0.1, 0.0, 0.3], [0.5, 0.4, -0.2], [-0.1, -0.1, -0.1], [-0.3, -0.2, 0.1], [0.1, 0.0, -0.1], [0.1, -0.1, -0.1], [0.1, 0.0, -0.1], [-0.2, 0.1, 0.0], [0.1, 0.0, 0.1], [0.0, -0.1, 0.0], [0.0, 0.0, 0.0], [0.0, 0.0, 0.0], [0.0, 0.0, -0.2], [-0.1, -0.5, 0.3], [0.0, 0.2, 0.1], [0.0, 0.2, -0.2], [0.1, 0.0, 0.1], [0.1, 0.1, 0.0], [0.0, 0.0, 0.0], [-0.2, 0.0, -0.1], [0.1, -0.1, 0.0], [0.0, 0.0, -0.1], [0.0, 0.0, 0.0], [0.1, 0.0, 0.0], [0.0, 0.1, -0.2], [0.0, -0.6, 0.4], [0.0, 0.2, 0.0], [0.0, 0.4, -0.3], [0.1, 0.0, 0.1], [0.0, 0.1, 0.1], [0.0, 0.0, 0.1], [-0.2, 0.0, 0.0], [0.1, -0.1, -0.1], [0.0, 0.0, 0.0], [0.0, 0.0, 0.0], [0.0, 0.0, 0.0], [0.1, 0.2, 0.1], [0.0, -0.2, -0.6], [-0.1, -0.1, 0.2], [-0.1, 0.1, 0.3], [0.0, -0.1, 0.0], [0.0, 0.0, 0.0], [0.0, 0.0, 0.0], [-0.2, 0.1, 0.0], [0.1, 0.0, 0.0], [0.0, 0.0, 0.0], [0.0, 0.0, 0.0], [0.0, 0.0, 0.0], [-0.2, 0.1, 0.1], [0.0, -0.3, -0.6], [0.2, 0.0, 0.2], [0.1, 0.1, 0.4], [0.1, 0.0, 0.0], [0.0, 0.0, 0.0], [0.0, 0.0, 0.0], [0.0, -0.1, 0.1], [-0.1, 0.1, 0.0], [0.0, 0.1, 0.0], [0.0, 0.0, 0.0], [0.0, 0.0, 0.0]],
  "mulliken_charge": [-1.0730, -0.4123, -0.4023, -0.0399, -0.2915, 0.2148, -0.0275, -0.2593, -0.4350, -0.0294, -1.2701, 0.0344, -1.1769, -0.6500, 0.2906, -0.4067, -0.7128, -0.6828, -0.3533, -0.6438, -0.7769, 1.0572, -0.6941, -0.0773, -1.4412, -0.3630, 0.3251, -0.5069, -0.5064, 0.1461, 0.9276, -0.4479, 1.2186, -0.6156, 0.2524, 0.3473, 0.2644, 0.4579, 0.2498, 0.3276, 0.6144, 0.5833, 0.2550, -0.1673, 0.1222, 0.5207, 0.6153, 0.5949, -0.4358, 0.4009, 0.6594, 0.3577, 0.4380, 0.3611, 0.4314, 0.4084, 0.3578, 0.4203, 0.7316, 0.4282, 0.3511, 0.3459, -0.1151, -0.1626, -0.4415, 0.2762, -1.1848, -0.4911, 0.0654, -0.1194, 0.4220, 0.3471, 0.1235, 0.3370, 0.4185, 0.2354, -0.0461, 0.4586, -1.3060, -0.5053, 0.2687, -0.3379, 0.0202, 0.3101, 0.1926, 0.3673, 0.3411, 0.3395, -1.2075, 0.9541, -1.5785, -0.5551, 0.2488, 0.2309, 0.3636, 0.0544, 0.3588, 0.3777, 0.3665, 0.3517, -1.1582, 0.3134, -1.2181, -0.4188, 0.2583, 0.3030, 0.4017, 0.2555, 0.2889, 0.3142, 0.3932, 0.2748, -1.4138, 0.4525, -1.0618, -0.5424, 0.3593, 0.3272, 0.3815, 0.2856, 0.3119, 0.1966, 0.3622, 0.3421]
}

2.
{
  "formula": "C36H25Cl2FO7",
  "method": "ωB97M-V/def2-TZVPD",
  "fmax_ev_per_a": 4.3,
  "orbital_gap_ev": 8.57,
  "e_lumo_ev": -1.2,
  "energy_ha": -2933.80460,
  "multiplicity": 1,
  "e_homo_ev": -9.7,
  "smiles": "C/C(Cl)=C(/Cl)[C@]1([C@H](C)F)COC(=O)O1.O=C1c2ccccc2C(=O)c2ccccc21.O=C1c2ccccc2C(=O)c2ccccc21",
  "symbols": ["C", "C", "Cl", "C", "Cl", "C", "C", "C", "F", "C", "O", "C", "O", "O", "H", "H", "H", "H", "H", "H", "H", "H", "H", "C", "C", "C", "C", "C", "C", "C", "O", "C", "C", "C", "C", "C", "C", "C", "O", "H", "H", "H", "H", "H", "H", "H", "H", "C", "C", "C", "C", "C", "C", "C", "O", "C", "C", "C", "C", "C", "C", "C", "O", "H", "H", "H", "H", "H", "H", "H", "H"],
  "coordinates": [[5.945, -0.451, 0.988], [5.320, 0.232, -0.219], [4.660, 1.845, 0.049], [5.245, -0.352, -1.392], [4.460, 0.551, -2.704], [5.739, -1.760, -1.728], [6.087, -1.861, -3.253], [6.537, -3.286, -3.663], [7.180, -1.033, -3.474], [4.529, -2.700, -1.553], [5.118, -3.657, -0.643], [6.444, -3.390, -0.404], [7.064, -4.069, 0.274], [6.885, -2.266, -1.094], [5.595, -1.478, 1.151], [5.802, 0.147, 1.896], [7.034, -0.483, 0.824], [5.235, -1.620, -3.902], [7.488, -3.573, -3.202], [5.734, -4.018, -3.506], [6.715, -3.221, -4.748], [4.080, -3.102, -2.470], [3.683, -2.261, -1.004], [1.517, 4.939, -0.331], [1.897, 3.669, 0.090], [1.135, 2.565, -0.254], [-0.019, 2.726, -1.013], [-0.414, 4.004, -1.416], [0.364, 5.106, -1.082], [-1.671, 4.201, -2.187], [-2.013, 5.311, -2.542], [-2.504, 3.010, -2.507], [-3.709, 3.179, -3.177], [-4.487, 2.076, -3.491], [-4.059, 0.797, -3.145], [-2.861, 0.624, -2.473], [-2.084, 1.729, -2.144], [-0.819, 1.533, -1.392], [-0.448, 0.414, -1.088], [2.119, 5.799, -0.069], [2.789, 3.541, 0.687], [1.438, 1.577, 0.071], [0.066, 6.096, -1.405], [-4.043, 4.172, -3.450], [-5.429, 2.210, -4.008], [-4.665, -0.064, -3.398], [-2.532, -0.371, -2.201], [-1.754, 1.635, 2.760], [-1.427, 0.831, 1.672], [-2.150, -0.322, 1.417], [-3.198, -0.684, 2.256], [-3.512, 0.110, 3.362], [-2.793, 1.275, 3.604], [-4.597, -0.287, 4.297], [-4.873, 0.404, 5.257], [-5.333, -1.553, 4.038], [-6.313, -1.970, 4.931], [-7.014, -3.141, 4.694], [-6.746, -3.897, 3.557], [-5.767, -3.489, 2.666], [-5.051, -2.322, 2.907], [-3.979, -1.914, 1.960], [-3.743, -2.576, 0.969], [-1.193, 2.541, 2.952], [-0.611, 1.105, 1.026], [-1.896, -0.942, 0.567], [-3.043, 1.898, 4.453], [-6.525, -1.382, 5.815], [-7.773, -3.466, 5.394], [-7.300, -4.808, 3.369], [-5.557, -4.081, 1.784]],
  "atomic_forces_ev_per_a": [[0.7, 0.7, 0.0], [0.0, 0.1, 1.5], [0.5, -0.8, 0.0], [0.4, 0.7, -1.1], [0.3, -0.7, 0.4], [-1.3, 1.3, -3.9], [0.7, -1.3, 0.3], [-0.1, 0.7, -0.5], [-0.4, 0.3, -0.3], [0.2, -0.2, 2.0], [0.0, 0.1, -0.8], [-2.5, 1.5, -2.3], [2.7, -1.9, 2.3], [-1.6, -0.8, 1.5], [-0.1, 0.3, 0.0], [-0.2, -0.3, -0.3], [-0.3, -0.1, 0.1], [0.3, 0.5, 0.3], [-0.4, 0.0, 0.1], [0.4, 0.1, 0.1], [-0.1, -0.2, 0.3], [0.7, -0.4, 0.2], [0.4, 0.2, -0.2], [0.0, -0.1, 0.0], [-0.1, 0.1, 0.0], [0.1, 0.0, 0.1], [0.0, 0.1, 0.0], [0.1, -0.1, 0.1], [0.1, 0.1, 0.1], [-0.1, 0.4, -0.1], [0.0, -0.1, 0.0], [0.0, -0.1, 0.0], [-0.2, 0.0, -0.1], [0.1, 0.0, 0.0], [0.0, 0.1, 0.0], [-0.1, -0.1, 0.0], [-0.1, 0.1, 0.0], [0.2, -0.5, -0.1], [0.1, 0.1, -0.2], [0.0, 0.0, 0.0], [-0.1, 0.0, 0.0], [-0.1, 0.0, -0.1], [-0.1, -0.1, 0.0], [0.1, 0.0, 0.1], [0.0, 0.0, 0.0], [0.0, 0.0, 0.0], [0.1, 0.1, 0.1], [-0.1, -0.1, 0.0], [-0.2, 0.1, 0.4], [0.1, 0.0, -0.1], [0.0, 0.1, 0.1], [0.0, -0.1, -0.1], [0.1, 0.2, 0.0], [-0.1, 0.3, 0.3], [0.0, -0.1, -0.1], [0.0, -0.1, -0.1], [-0.1, -0.1, 0.1], [0.0, 0.0, -0.1], [0.0, 0.1, 0.0], [-0.1, -0.2, 0.0], [0.0, 0.1, 0.1], [0.1, -0.2, -0.4], [0.0, 0.0, 0.1], [0.0, 0.0, 0.0], [0.0, -0.1, 0.1], [-0.1, 0.0, 0.0], [-0.1, -0.1, 0.0], [0.1, 0.1, -0.1], [0.0, 0.0, 0.0], [0.0, 0.0, 0.0], [0.1, 0.1, 0.0]],
  "mulliken_charge": [-1.1897, 0.6492, -0.1869, -0.7131, -0.1918, 1.6245, -0.0092, -1.4543, -0.3708, -0.6235, -0.3556, 0.4086, -0.4445, -0.4760, 0.3085, 0.4038, 0.3160, 0.4760, 0.3197, 0.3722, 0.4435, 0.3453, 0.3486, -0.7394, -0.7580, -0.5929, 0.5334, 0.2389, -0.5965, 0.5117, -0.6706, 0.2818, -0.6207, -0.4709, -0.6177, -0.4762, 0.2920, 0.5179, -0.6917, 0.4131, 0.5695, 0.6888, 0.4934, 0.4809, 0.4057, 0.4189, 0.4345, -0.5962, -0.2281, -0.6801, 0.2298, 0.1401, -0.7978, 0.6978, -0.6663, 0.1723, -0.5618, -0.4679, -0.4749, -0.5430, 0.1728, 0.5030, -0.6692, 0.4664, 0.5275, 0.5308, 0.4693, 0.4671, 0.3979, 0.3997, 0.4640]
}